[1]
DFT (ωB97M-V/def2-TZVPD) results for a 15-piece molecular cluster, C42H114O24 overall.

Element x y z (Å)
1 C -0.89 4.07 -6.99
2 C 0.09 4.74 -6.06
3 O 1.02 3.86 -5.52
4 C 2.06 3.48 -6.50
5 C 3.13 2.73 -5.64
6 H -1.76 4.69 -7.24
7 H -0.39 3.75 -7.90
8 H -1.26 3.07 -6.62
9 H 0.59 5.50 -6.68
10 H -0.51 5.22 -5.21
11 H 1.58 2.77 -7.16
12 H 2.38 4.34 -7.09
13 H 3.58 3.30 -4.81
14 H 4.04 2.35 -6.23
15 H 2.71 1.76 -5.32
16 C 1.28 0.35 -2.80
17 C 0.38 -0.21 -1.70
18 O 0.65 0.48 -0.48
19 C 0.14 -0.26 0.62
20 C 0.42 0.54 1.87
21 H 2.26 0.60 -2.41
22 H 1.39 -0.33 -3.64
23 H 1.07 1.31 -3.17
24 H -0.64 -0.12 -2.00
25 H 0.61 -1.27 -1.63
26 H -0.96 -0.38 0.45
27 H 0.62 -1.25 0.71
28 H 0.04 -0.02 2.70
29 H -0.09 1.49 1.88
30 H 1.52 0.71 1.99
31 C 4.35 1.87 0.36
32 C 4.63 0.48 0.77
33 O 4.07 0.24 2.00
34 C 4.23 -1.13 2.35
35 C 5.67 -1.60 2.47
36 H 4.76 2.13 -0.65
37 H 3.27 2.21 0.37
38 H 4.78 2.61 1.11
39 H 4.19 -0.16 0.00
40 H 5.65 0.20 0.77
41 H 3.82 -1.12 3.38
42 H 3.73 -1.89 1.71
43 H 5.64 -2.57 2.99
44 H 6.31 -0.92 3.05
45 H 6.13 -1.81 1.51
46 C -0.70 -1.98 8.82
47 C -1.17 -1.55 7.41
48 O -0.22 -2.14 6.52
49 C -0.61 -1.85 5.17
50 C 0.28 -2.63 4.25
51 H 0.30 -1.51 9.00
52 H -1.41 -1.63 9.55
53 H -0.59 -3.01 8.86
54 H -2.17 -1.84 7.15
55 H -1.05 -0.50 7.25
56 H -1.68 -2.10 5.10
57 H -0.47 -0.78 4.95
58 H -0.08 -2.36 3.26
59 H 0.33 -3.69 4.50
60 H 1.27 -2.18 4.22
61 C -3.37 -0.13 3.19
62 C -4.79 0.29 3.33
63 O -4.89 1.36 4.24
64 C -6.24 1.61 4.61
65 C -6.39 2.76 5.58
66 H -3.29 -0.88 2.33
67 H -2.74 0.67 2.84
68 H -3.04 -0.64 4.13
69 H -5.17 0.65 2.35
70 H -5.42 -0.59 3.61
71 H -6.74 1.81 3.68
72 H -6.61 0.74 5.09
73 H -5.79 3.64 5.29
74 H -6.06 2.48 6.56
75 H -7.43 3.04 5.52
76 C 4.64 -1.82 7.89
77 C 3.21 -1.40 7.59
78 O 3.33 -0.25 6.69
79 C 2.18 0.35 6.22
80 C 2.36 1.12 4.88
81 H 5.19 -0.96 8.22
82 H 4.57 -2.56 8.71
83 H 5.08 -2.34 6.98
84 H 2.64 -2.08 6.97
85 H 2.63 -1.15 8.45
86 H 1.39 -0.48 6.00
87 H 1.76 1.05 7.01
88 H 3.07 1.96 4.95
89 H 1.42 1.55 4.52
90 H 2.82 0.44 4.18
91 C -0.37 -3.97 0.54
92 C 0.29 -5.23 1.17
93 O 1.70 -5.05 0.95
94 O -0.36 -3.95 -0.91
95 H 0.24 -3.10 0.82
96 H -1.41 -3.90 0.79
97 H -0.13 -6.13 0.72
98 H 0.23 -5.22 2.25
99 H 2.33 -5.70 1.36
100 H 0.53 -4.20 -1.19
101 C -1.87 2.62 -2.21
102 C -3.24 2.09 -1.69
103 O -3.10 1.11 -0.56
104 O -1.41 3.43 -1.17
105 H -1.98 3.12 -3.20
106 H -1.13 1.87 -2.42
107 H -3.77 1.57 -2.46
108 H -3.81 2.92 -1.28
109 H -2.86 1.52 0.30
110 H -0.52 3.78 -1.51
111 C 2.53 4.09 -1.84
112 C 3.28 5.21 -2.44
113 O 2.62 6.48 -2.49
114 O 1.17 3.79 -2.37
115 H 2.44 4.24 -0.73
116 H 3.07 3.13 -2.09
117 H 3.79 4.90 -3.33
118 H 4.13 5.40 -1.72
119 H 1.99 6.55 -3.18
120 H 1.33 3.43 -3.24
121 C 2.89 -3.23 -2.47
122 C 3.28 -2.46 -1.26
123 O 4.30 -3.09 -0.48
124 O 2.26 -4.48 -2.21
125 H 3.78 -3.42 -3.05
126 H 2.18 -2.70 -3.02
127 H 2.45 -2.37 -0.62
128 H 3.59 -1.48 -1.57
129 H 5.11 -2.85 -0.96
130 H 2.64 -4.77 -1.38
131 C -1.01 -2.81 -5.17
132 C -1.01 -3.41 -3.82
133 O -1.96 -2.75 -3.01
134 O -0.51 -1.50 -5.18
135 H -1.98 -2.93 -5.76
136 H -0.40 -3.40 -5.83
137 H -0.02 -3.32 -3.40
138 H -1.23 -4.52 -3.83
139 H -1.73 -2.93 -2.09
140 H -1.25 -0.85 -4.94
141 C -5.55 -1.80 -0.26
142 C -4.35 -2.56 -0.67
143 O -3.17 -1.92 -0.26
144 O -5.58 -0.54 -0.85
145 H -5.49 -1.68 0.81
146 H -6.47 -2.30 -0.57
147 H -4.34 -2.72 -1.81
148 H -4.23 -3.61 -0.29
149 H -2.95 -1.06 -0.65
150 H -4.73 -0.06 -0.85
151 C -3.77 -0.22 -5.06
152 C -5.19 -0.16 -4.48
153 O -5.47 -1.47 -4.08
154 O -2.78 -0.49 -4.09
155 H -3.57 0.74 -5.50
156 H -3.75 -0.92 -5.91
157 H -6.02 0.23 -5.13
158 H -5.16 0.51 -3.63
159 H -5.67 -1.49 -3.14
160 H -2.97 -1.29 -3.66
161 C -1.96 4.84 2.34
162 C -2.70 3.60 2.88
163 O -3.14 2.75 1.86
164 O -0.94 4.55 1.43
165 H -1.43 5.43 3.11
166 H -2.74 5.52 1.93
167 H -3.55 3.94 3.51
168 H -2.14 2.92 3.46
169 H -3.91 3.12 1.40
170 H -1.20 4.07 0.60
171 C 3.92 -2.06 -5.46
172 C 2.50 -1.81 -5.71
173 O 2.20 -0.41 -6.01
174 O 4.06 -3.52 -5.24
175 H 4.28 -1.45 -4.59
176 H 4.56 -1.79 -6.27
177 H 1.88 -2.15 -4.89
178 H 2.13 -2.39 -6.57
179 H 1.29 -0.20 -5.69
180 H 4.42 -3.88 -6.05

Calculated values
Multiplicity: 1
Charge: 0
Energy relative to the best compared isomer or geometry (same formula, charge and spin) (kcal per mole): 27.4
HOMO-LUMO gap (eV): 9.554

Results of the Löwdin charge analysis, in e, for atoms 1 through 4:
1 C -0.0954
2 C -0.3179
3 O -0.2000
4 C -0.1902



[2]
DFT (ωB97M-V/def2-TZVPD) results for a 12-piece molecular cluster, C42H117N9O15 overall.

Element x y z (Å)
1 C 24.71 15.42 16.43
2 O 25.44 14.95 17.58
3 C 26.82 15.24 17.59
4 C 27.47 14.52 18.81
5 C 26.72 14.93 20.07
6 N 28.91 14.79 18.71
7 H 23.70 15.06 16.62
8 H 25.15 14.94 15.55
9 H 24.70 16.53 16.33
10 H 27.27 14.91 16.64
11 H 26.98 16.33 17.75
12 H 27.32 13.44 18.68
13 H 26.69 16.04 20.20
14 H 27.13 14.53 20.99
15 H 25.66 14.67 19.91
16 H 29.13 15.72 19.02
17 H 29.47 14.12 19.21
18 C 23.13 19.53 14.89
19 O 23.80 18.36 14.56
20 C 24.06 18.32 13.15
21 C 24.90 17.05 12.86
22 C 26.18 17.02 13.63
23 N 25.13 16.94 11.39
24 H 23.63 20.44 14.54
25 H 22.95 19.61 15.96
26 H 22.17 19.53 14.36
27 H 23.10 18.23 12.60
28 H 24.62 19.23 12.84
29 H 24.32 16.16 13.15
30 H 26.83 17.84 13.28
31 H 26.67 16.06 13.44
32 H 26.01 17.14 14.70
33 H 24.25 17.18 10.97
34 H 25.93 17.48 11.14
35 C 10.76 13.69 17.54
36 O 11.64 14.64 18.13
37 C 11.22 15.98 17.94
38 C 12.02 16.63 16.91
39 C 13.53 16.71 17.18
40 N 11.45 17.97 16.80
41 H 9.75 13.93 17.91
42 H 11.04 12.68 17.84
43 H 10.70 13.78 16.46
44 H 10.15 16.12 17.80
45 H 11.53 16.49 18.86
46 H 11.85 16.05 15.96
47 H 13.84 15.67 17.30
48 H 13.73 17.20 18.13
49 H 14.15 17.15 16.38
50 H 12.01 18.58 16.22
51 H 10.52 17.93 16.41
52 C 23.24 13.49 13.03
53 O 22.14 13.19 13.86
54 C 22.45 12.35 14.95
55 C 23.04 11.00 14.57
56 C 22.04 10.16 13.76
57 N 23.25 10.33 15.78
58 H 22.98 14.37 12.45
59 H 23.54 12.62 12.42
60 H 24.09 13.75 13.67
61 H 23.15 12.86 15.64
62 H 21.46 12.16 15.40
63 H 24.01 11.11 14.03
64 H 22.46 9.17 13.54
65 H 21.77 10.65 12.82
66 H 21.13 9.99 14.35
67 H 23.97 10.81 16.32
68 H 23.52 9.36 15.61
69 C 19.91 11.41 18.27
70 O 20.49 12.72 18.11
71 C 21.80 12.87 18.72
72 C 21.79 13.89 19.84
73 C 21.10 15.19 19.44
74 N 23.16 14.13 20.24
75 H 20.58 10.66 17.83
76 H 18.99 11.49 17.71
77 H 19.68 11.14 19.31
78 H 22.20 11.87 18.98
79 H 22.41 13.36 17.95
80 H 21.24 13.50 20.67
81 H 20.07 14.96 19.20
82 H 21.54 15.62 18.52
83 H 21.12 15.92 20.25
84 H 23.57 13.25 20.52
85 H 23.65 14.47 19.43
86 C 20.00 23.38 20.05
87 O 20.75 22.76 18.98
88 C 20.70 21.34 18.99
89 C 19.54 20.90 18.14
90 C 19.42 19.36 18.24
91 N 19.72 21.27 16.77
92 H 19.46 22.63 20.65
93 H 19.30 24.06 19.57
94 H 20.71 23.92 20.67
95 H 21.61 20.95 18.53
96 H 20.61 20.95 20.01
97 H 18.62 21.35 18.55
98 H 20.36 18.91 17.90
99 H 18.60 18.94 17.67
100 H 19.31 19.08 19.28
101 H 19.94 22.23 16.60
102 H 18.83 21.04 16.32
103 C 14.26 12.03 16.53
104 O 14.42 10.84 15.78
105 C 15.76 10.48 15.50
106 C 16.38 9.70 16.68
107 C 17.70 9.16 16.29
108 N 15.52 8.66 17.25
109 H 13.17 12.23 16.58
110 H 14.76 12.83 15.97
111 H 14.76 11.91 17.51
112 H 15.75 9.82 14.61
113 H 16.37 11.37 15.31
114 H 16.48 10.43 17.53
115 H 18.29 9.94 15.79
116 H 17.57 8.39 15.50
117 H 18.28 8.69 17.08
118 H 14.62 9.12 17.33
119 H 15.41 7.86 16.63
120 C 18.25 12.52 21.97
121 O 18.05 13.57 22.93
122 C 17.23 14.63 22.43
123 C 17.25 15.85 23.38
124 C 17.08 15.37 24.85
125 N 16.36 16.80 22.81
126 H 18.80 13.02 21.17
127 H 17.32 12.09 21.56
128 H 18.85 11.73 22.42
129 H 17.63 14.97 21.47
130 H 16.19 14.31 22.27
131 H 18.21 16.39 23.27
132 H 17.34 16.18 25.54
133 H 17.75 14.54 25.09
134 H 16.04 15.06 25.03
135 H 15.38 16.53 22.85
136 H 16.48 17.62 23.38
137 C 20.62 16.50 14.90
138 O 19.29 16.16 15.01
139 C 18.98 15.76 16.38
140 C 17.72 14.90 16.33
141 C 16.90 15.01 17.59
142 N 18.04 13.46 16.10
143 H 21.32 15.66 15.05
144 H 20.88 17.34 15.55
145 H 20.74 16.89 13.87
146 H 19.80 15.23 16.86
147 H 18.77 16.70 16.87
148 H 17.11 15.27 15.51
149 H 17.48 14.73 18.46
150 H 15.97 14.44 17.55
151 H 16.61 16.06 17.70
152 H 18.44 13.29 15.19
153 H 18.71 13.17 16.81
154 O 19.70 12.17 10.04
155 C 20.05 12.62 11.34
156 C 19.20 11.85 12.34
157 O 19.46 12.41 13.61
158 H 18.85 12.51 9.75
159 H 21.11 12.38 11.45
160 H 19.91 13.71 11.49
161 H 19.46 10.78 12.36
162 H 18.16 11.91 12.02
163 H 20.24 12.98 13.53
164 O 20.11 17.34 10.72
165 C 21.02 16.52 10.04
166 C 21.86 17.34 9.09
167 O 22.71 18.20 9.80
168 H 19.69 16.77 11.40
169 H 21.70 16.11 10.81
170 H 20.50 15.66 9.59
171 H 21.16 17.95 8.47
172 H 22.52 16.75 8.45
173 H 22.17 18.81 10.33
174 O 17.00 16.71 10.18
175 C 16.98 15.37 10.67
176 C 17.24 15.28 12.12
177 O 18.58 15.72 12.42
178 H 17.93 17.00 10.20
179 H 16.03 14.89 10.44
180 H 17.78 14.80 10.15
181 H 17.07 14.28 12.56
182 H 16.54 16.03 12.54
183 H 18.74 15.69 13.38

Calculated values
Multiplicity: 1
Charge: 0
Energy relative to the best compared isomer or geometry (same formula, charge and spin) (kcal per mole): 12.9
HOMO-LUMO gap (eV): 9.316

Results of the Löwdin charge analysis, in e, for atoms 1 through 4:
1 C -0.0666
2 O -0.2299
3 C -0.2189
4 C -0.4248



[3]
DFT (ωB97M-V/def2-TZVPD) results for C42H19BiF20GeN3O5S4 as an isolated structure.

Element x y z (Å)
1 Bi -1.78 -0.13 0.62
2 O -1.93 -3.50 3.07
3 C -1.79 -2.30 2.93
4 O -2.58 -1.55 2.22
5 C -0.66 -1.60 3.73
6 C -1.01 -0.18 4.18
7 C 0.01 0.27 5.25
8 C 1.24 0.63 4.37
9 C 0.72 0.22 2.98
10 O -0.65 0.62 3.05
11 C 0.65 -1.33 2.93
12 C 0.74 -1.91 1.52
13 O 1.73 -2.56 1.24
14 O -0.23 -1.72 0.67
15 H -0.46 -2.26 4.57
16 H -2.05 -0.03 4.45
17 H -0.35 1.14 5.80
18 H 0.22 -0.53 5.96
19 H 1.44 1.70 4.38
20 H 2.14 0.09 4.65
21 H 1.21 0.69 2.14
22 H 1.51 -1.75 3.45
23 C -4.67 0.79 3.77
24 C -3.92 1.86 3.07
25 N -3.58 1.84 1.82
26 C -2.94 2.98 1.41
27 C -2.78 3.91 2.38
28 S -3.43 3.34 3.86
29 C -2.56 3.10 0.00
30 C -2.04 4.19 -0.62
31 S -1.81 3.88 -2.29
32 C -2.43 2.27 -2.07
33 N -2.76 2.02 -0.84
34 C -2.50 1.31 -3.19
35 H -4.23 -0.17 3.54
36 H -5.70 0.77 3.40
37 H -4.69 0.97 4.85
38 H -2.30 4.88 2.32
39 H -1.80 5.15 -0.20
40 H -2.52 1.83 -4.15
41 H -3.38 0.68 -3.08
42 H -1.63 0.66 -3.16
43 F -5.97 -5.57 1.81
44 C -5.27 -4.66 1.13
45 C -4.45 -5.06 0.09
46 F -4.39 -6.35 -0.26
47 C -3.73 -4.11 -0.62
48 F -3.00 -4.54 -1.65
49 C -3.78 -2.75 -0.30
50 S -2.84 -1.58 -1.22
51 C -4.66 -2.38 0.71
52 F -4.90 -1.09 0.94
53 C -5.39 -3.32 1.42
54 F -6.25 -2.92 2.37
55 C -0.03 -3.54 -2.13
56 C -0.04 -2.20 -2.66
57 N -0.05 -1.13 -3.06
58 H 0.92 -4.03 -2.34
59 H -0.84 -4.12 -2.56
60 H -0.16 -3.46 -1.05
61 F 2.72 -2.23 -1.99
62 C 3.50 -1.76 -1.02
63 C 3.45 -0.41 -0.70
64 C 4.25 -0.01 0.36
65 F 4.23 1.27 0.76
66 C 5.10 -0.87 1.02
67 F 5.88 -0.42 2.02
68 C 5.17 -2.20 0.63
69 F 6.02 -3.03 1.23
70 C 4.36 -2.65 -0.39
71 F 4.39 -3.93 -0.76
72 Ge 2.17 0.85 -1.59
73 S 0.30 1.26 -0.62
74 C 2.21 0.49 -3.57
75 C 1.25 1.10 -4.35
76 F 0.47 2.05 -3.79
77 C 1.06 0.80 -5.69
78 F 0.09 1.39 -6.40
79 C 1.88 -0.15 -6.28
80 F 1.69 -0.49 -7.56
81 C 2.91 -0.71 -5.55
82 F 3.72 -1.60 -6.13
83 C 3.08 -0.37 -4.22
84 F 4.16 -0.84 -3.59
85 C 3.21 2.61 -1.61
86 C 3.11 3.50 -0.54
87 F 2.36 3.21 0.52
88 C 3.79 4.71 -0.50
89 F 3.68 5.51 0.56
90 C 4.58 5.09 -1.57
91 F 5.23 6.25 -1.55
92 C 4.69 4.25 -2.66
93 F 5.45 4.60 -3.70
94 C 4.02 3.03 -2.65
95 F 4.23 2.25 -3.72

Calculated values
Multiplicity: 1
Charge: -1
Energy relative to the best compared isomer or geometry (same formula, charge and spin) (kcal per mole): 5.0
HOMO-LUMO gap (eV): 7.836

Results of the Löwdin charge analysis, in e, for atoms 1 through 4:
1 Bi 1.6284
2 O 0.0767
3 C -0.5902
4 O -0.2553



no.,LUMO level (eV)
1,0.5
2,0.5
3,1.9